151
Properties=species:S:1:pos:R:3:lowdin_charge:R:1 method="wB97M-V/def2-TZVPD" homo_ev=-6.36 energy_ev=-85914.7551 gap_ha=0.2491 max_force_ev_per_a=17.83 charge=0 de_lowest_kcal_mol=896.4
C -2.53401 -3.72979 0.42214 -0.03
C -3.40535 -2.73148 -0.32929 -0.17
O -2.69809 -2.33594 -1.47636 0.01
C -3.22798 -1.47413 -2.35692 -0.51
O -4.29003 -0.82734 -2.27946 0.11
O -2.33304 -1.35958 -3.33461 -0.13
C -2.55586 -0.49844 -4.43714 -0.03
H -1.53792 -3.37061 0.68073 0.08
H -2.30712 -4.58456 -0.21504 0.10
H -3.00311 -3.97876 1.37402 0.04
H -3.53797 -1.89153 0.35263 0.11
H -4.35582 -3.19041 -0.60145 0.14
H -3.46552 -0.84754 -4.92576 0.12
H -1.80369 -0.67021 -5.20711 0.12
H -2.80410 0.50992 -4.10594 0.08
C 3.97115 4.08202 2.57136 -0.04
C 3.61307 3.27321 1.30400 -0.17
O 2.50123 3.97778 0.72553 0.01
C 1.73941 3.30113 -0.14611 -0.49
O 1.99373 2.20599 -0.65688 0.05
O 0.62960 4.01314 -0.40433 0.09
C -0.55449 3.41384 -0.92689 -0.21
H 4.52539 4.95288 2.22135 0.08
H 4.58069 3.56510 3.31255 0.08
H 3.12949 4.39302 3.19023 0.06
H 3.30729 2.25613 1.54926 0.09
H 4.40148 3.31421 0.55245 0.13
H -1.13242 4.12957 -1.51153 0.13
H -1.26390 3.10227 -0.16022 0.09
H -0.36273 2.52268 -1.52453 -0.16
C 0.85539 3.20497 3.36727 -0.02
C 0.77599 1.69308 3.01080 -0.14
O 2.00366 1.13822 2.53711 -0.10
C 2.96511 0.72307 3.32948 -0.59
O 2.96488 0.96141 4.53310 0.13
O 3.95403 0.13699 2.65465 -0.08
C 5.12621 -0.33585 3.34028 -0.02
H -0.07366 3.42417 3.89350 0.08
H 1.18322 3.84678 2.54953 0.07
H 1.52187 3.45243 4.19350 0.07
H 0.09704 1.49728 2.18086 0.10
H 0.42410 1.22649 3.93088 0.13
H 5.86687 0.46311 3.37433 0.12
H 5.50635 -1.22165 2.83140 0.07
H 4.72281 -0.61869 4.31258 0.12
C 0.94434 -1.76865 2.61801 -0.01
C -0.40871 -1.79001 3.28631 -0.20
O -0.92622 -3.07576 3.06563 0.08
C -2.19457 -3.33409 3.37127 -0.53
O -2.92108 -2.61965 4.04619 0.07
O -2.44434 -4.52336 2.90940 -0.04
C -3.69968 -5.10600 2.95618 -0.05
H 1.54981 -0.87094 2.74306 0.07
H 0.82319 -1.96483 1.55267 0.09
H 1.49782 -2.59914 3.05624 0.10
H -1.05344 -1.03952 2.82893 0.09
H -0.40253 -1.55082 4.34973 0.14
H -3.76045 -6.04648 3.50381 0.11
H -4.03292 -5.26429 1.93051 0.09
H -4.46638 -4.43902 3.35040 0.11
C 0.85929 -0.84027 -0.40803 -0.12
C -0.55833 -0.73564 -0.90332 -0.12
C -1.28651 -0.60078 0.44232 -0.17
O -0.41898 0.16303 1.32496 -0.18
C 0.91001 0.18757 0.70897 -0.14
H 1.57547 -0.71606 -1.22029 0.08
H 1.18162 -1.81405 -0.03933 0.08
H -0.93359 -1.59764 -1.45489 0.07
H -0.71153 0.19839 -1.44389 0.10
H -1.28150 -1.60202 0.87311 0.10
H -2.32531 -0.27124 0.46194 0.04
H 1.67065 0.03263 1.47417 0.05
H 1.01691 1.17404 0.25782 0.11
C -0.87527 1.76241 -4.68987 -0.13
C -0.74927 3.25643 -4.62753 -0.08
C -0.13332 3.50371 -3.20038 -0.10
O -0.61002 2.38421 -2.48289 -0.30
C -1.10623 1.30966 -3.23095 -0.20
H -0.00339 1.31509 -5.16718 0.12
H -1.78183 1.55357 -5.25789 0.11
H -1.65523 3.85176 -4.74120 0.12
H -0.02862 3.74493 -5.28339 0.11
H -0.42618 4.44024 -2.72579 0.15
H 0.95120 3.47283 -3.30503 0.10
H -2.18641 1.23078 -3.10813 0.10
H -0.60127 0.35816 -3.06429 0.09
C -3.48204 0.40123 2.56897 -0.20
C -2.70371 1.23498 3.56609 -0.08
C -2.06098 0.00659 4.36847 -0.14
O -3.08143 -1.03950 4.34094 -0.20
C -4.04324 -0.70244 3.37687 -0.18
H -2.85860 -0.10923 1.83490 0.07
H -4.16467 1.02590 1.99285 0.08
H -3.33638 1.90793 4.14485 0.12
H -1.89525 1.74493 3.04220 0.09
H -1.70319 0.39854 5.32054 0.12
H -1.13790 -0.37095 3.92860 0.02
H -4.86535 -0.26197 3.94096 0.13
H -4.34610 -1.54921 2.76096 0.13
C 1.57155 1.41585 -3.16872 -0.15
C 2.69341 0.46515 -2.72585 -0.15
C 3.51466 0.27563 -3.99022 -0.23
O 3.45949 1.48758 -4.62187 -0.09
C 2.49831 2.35680 -3.97259 -0.15
H 0.88674 1.97755 -2.53342 0.08
H 1.01815 0.82794 -3.90099 0.08
H 2.23424 -0.42662 -2.29921 0.07
H 3.23447 0.88500 -1.87787 0.12
H 3.19616 -0.59585 -4.56220 0.10
H 4.54264 0.09519 -3.67590 0.12
H 1.95591 3.01158 -4.65462 0.11
H 3.08674 3.03217 -3.35153 0.13
C 3.54022 -3.86125 2.34989 -0.12
C 3.80322 -2.37309 2.60750 -0.18
C 3.20762 -1.60990 1.44587 -0.22
O 2.58587 -2.61395 0.63205 -0.20
C 3.25363 -3.90686 0.82341 -0.11
H 2.69166 -4.26865 2.89951 0.10
H 4.39247 -4.48310 2.62388 0.11
H 4.84241 -2.15052 2.84972 0.06
H 3.30023 -2.16868 3.55265 0.12
H 4.08152 -1.08907 1.05454 0.15
H 2.38833 -0.91210 1.61894 0.04
H 4.18923 -3.87903 0.26485 0.11
H 2.68277 -4.73840 0.41020 0.12
C 0.85974 -1.73876 -4.35670 -0.13
C -0.23926 -1.92540 -3.28792 -0.16
C 0.44850 -2.98267 -2.37256 -0.16
O 1.13399 -3.82945 -3.27191 -0.12
C 1.56415 -3.07361 -4.40406 -0.18
H 1.62417 -1.06257 -3.97396 0.05
H 0.48951 -1.47206 -5.34660 0.12
H -1.10746 -2.45955 -3.67393 0.13
H -0.58810 -1.03838 -2.75914 0.05
H -0.20448 -3.58334 -1.73937 0.13
H 1.17523 -2.42859 -1.77847 0.09
H 1.32854 -3.64166 -5.30401 0.12
H 2.63549 -2.93928 -4.25473 0.12
C -3.04585 1.34362 -0.32144 -0.07
C -4.11668 2.31698 0.20494 -0.13
C -3.69191 3.68858 -0.23439 -0.15
O -2.35747 3.55265 -0.61768 -0.19
C -2.18704 2.29209 -1.18662 -0.22
H -3.33522 0.36425 -0.70249 0.10
H -2.50983 1.01627 0.56943 0.06
H -4.19010 2.29188 1.29217 0.08
H -5.15016 2.21112 -0.12491 0.12
H -3.70894 4.37737 0.61023 0.14
H -4.38219 4.02984 -1.00586 0.12
H -1.17672 1.88330 -1.20254 0.10
H -2.55123 2.48362 -2.19597 0.16